ORCA calculation (ωB97M-V with the def2-TZVPD basis set) on C36H61ClN12O6Tl as an isolated structure.

LUMO (hartree): 0.0843
HOMO energy (eV): -5.0
Total charge: -1
Relative energy (zero: lowest compared OMol25 entry of this formula, charge and spin) (kcal/mol): 0.0

Cartesian coordinates (Å):
Tl 0.10 0.32 0.00
C -1.36 0.35 -3.36
N -1.13 -0.80 -4.22
C -2.36 -1.31 -4.82
C -0.17 -1.72 -3.83
N 0.35 -1.66 -2.67
C 1.58 -2.36 -2.37
C 1.42 -3.28 -1.16
N 1.18 -2.55 0.09
C 0.05 -3.11 0.84
C -1.28 -2.92 0.12
N -1.93 -1.69 0.54
C -3.21 -1.65 0.55
N -4.01 -2.56 -0.14
C -3.78 -2.79 -1.55
C -5.30 -2.98 0.35
N -3.90 -0.74 1.32
C -3.14 -0.03 2.34
C -4.92 0.08 0.68
C 2.35 -2.47 0.96
C 3.62 -1.98 0.27
N 3.52 -0.63 -0.22
C 4.56 -0.03 -0.65
N 5.81 -0.61 -0.97
C 6.91 -0.35 -0.07
C 5.87 -1.85 -1.70
N 4.53 1.33 -0.86
C 5.56 2.05 -1.57
C 3.54 2.16 -0.20
N 0.20 -2.64 -4.83
C 0.11 -4.05 -4.55
C 0.22 -2.28 -6.22
H -1.93 1.10 -3.91
H -1.90 0.09 -2.44
H -0.41 0.80 -3.07
H -3.13 -1.47 -4.05
H -2.75 -0.59 -5.54
H -2.18 -2.26 -5.33
H 1.97 -2.94 -3.22
H 2.33 -1.60 -2.11
H 0.60 -3.97 -1.35
H 2.32 -3.91 -1.07
H 0.22 -4.19 1.02
H 0.01 -2.62 1.81
H -1.10 -2.91 -0.96
H -1.93 -3.78 0.32
H -2.87 -2.29 -1.86
H -3.69 -3.86 -1.77
H -4.61 -2.39 -2.15
H -5.38 -2.74 1.40
H -6.13 -2.50 -0.18
H -5.41 -4.06 0.22
H -2.45 -0.73 2.82
H -2.58 0.80 1.92
H -3.83 0.36 3.09
H -5.36 -0.46 -0.15
H -5.70 0.32 1.40
H -4.47 1.01 0.32
H 2.09 -1.81 1.78
H 2.58 -3.47 1.38
H 4.42 -2.06 1.02
H 3.88 -2.69 -0.52
H 6.80 0.63 0.38
H 6.97 -1.10 0.74
H 7.86 -0.38 -0.62
H 4.97 -1.97 -2.29
H 6.73 -1.82 -2.38
H 5.99 -2.73 -1.05
H 6.10 1.38 -2.24
H 5.10 2.84 -2.17
H 6.28 2.53 -0.90
H 2.76 1.54 0.21
H 3.98 2.74 0.62
H 3.10 2.86 -0.91
H 0.02 -4.21 -3.48
H -0.76 -4.51 -5.04
H 1.00 -4.59 -4.90
H 0.28 -1.20 -6.32
H 1.09 -2.73 -6.71
H -0.67 -2.63 -6.77
N 2.24 2.61 3.00
C 1.52 3.60 2.36
C 1.38 4.89 2.90
C 0.63 5.81 2.20
C 0.05 5.46 0.99
C 0.25 4.17 0.53
N 0.96 3.26 1.20
H 2.35 2.76 3.99
H 1.90 1.67 2.78
H 1.83 5.14 3.85
H 0.50 6.81 2.60
H -0.55 6.15 0.41
H -0.18 3.83 -0.41
Cl -4.09 3.87 1.02
C -3.60 3.69 -0.70
C -2.43 2.70 -0.94
O -1.81 2.92 -2.00
O -2.26 1.80 -0.10
H -3.33 4.67 -1.07
H -4.48 3.33 -1.24
O 0.14 -1.54 3.95
C 0.17 -0.37 3.55
O 0.81 0.07 2.54
C -0.63 0.67 4.32
C -1.14 0.36 5.58
C -1.92 1.26 6.31
C -2.17 2.47 5.71
O -2.89 3.54 6.20
C -3.07 4.39 5.06
O -2.04 4.08 4.13
C -1.67 2.79 4.46
C -0.90 1.92 3.74
H -0.92 -0.63 5.97
H -2.31 1.02 7.29
H -2.98 5.43 5.37
H -4.05 4.18 4.61
H -0.54 2.15 2.75

Mulliken atomic charge list, values in e, 6 entries: 1.076, -0.586, 0.172, -0.945, 0.116, 0.280

ORCA calculation (ωB97M-V with the def2-TZVPD basis set) on a 2-piece molecular cluster, C36H61N5O6PS2 overall at a distorted geometry.

LUMO (hartree): -0.1296
HOMO energy (eV): -10.1
Total charge: +1
Relative energy (zero: lowest compared OMol25 entry of this formula, charge and spin) (kcal/mol): 547.8

Cartesian coordinates (Å):
C 1.86 1.83 5.46
C 0.35 1.14 5.40
O -0.55 2.11 4.75
P -0.54 1.92 3.01
O 0.76 1.14 2.49
C -2.03 0.81 2.42
C -2.49 -0.30 3.54
C -3.33 -1.59 2.88
N -2.54 -2.45 1.96
C -1.05 -2.44 2.18
N -0.61 -2.96 3.41
C 0.85 -3.06 3.74
C 1.35 -4.56 3.19
C 2.97 -4.73 3.11
S 3.63 -3.50 1.86
C 5.47 -3.31 2.29
S 6.33 -4.43 3.29
N 6.16 -2.08 1.65
C 5.24 -1.43 0.62
C 4.24 -0.14 0.93
C 3.30 0.56 -0.22
C 3.29 0.00 -1.80
C 4.27 -1.29 -2.11
C 5.23 -2.01 -0.95
C 6.48 -1.12 2.78
C 5.52 -0.90 4.13
C 5.92 0.13 5.36
C 7.32 0.98 5.29
C 8.29 0.78 3.95
C 7.90 -0.26 2.70
N -0.17 -1.94 1.08
C -0.31 -2.94 -0.04
C -1.85 -3.41 -0.30
C -2.98 -2.51 0.55
C -3.42 -1.12 -0.19
C -2.31 -0.46 -1.21
C -2.40 -1.09 -2.76
N -1.03 -1.18 -3.42
O -0.75 3.44 2.14
C 0.27 3.60 1.10
C -0.05 2.70 -0.27
H 2.28 1.60 6.54
H 2.59 1.42 4.62
H 1.70 2.98 5.35
H 0.39 0.10 4.86
H -0.02 0.98 6.51
H -1.65 0.32 1.42
H -2.94 1.54 2.27
H -3.28 0.24 4.25
H -1.62 -0.66 4.26
H -4.32 -1.13 2.45
H -3.67 -2.24 3.83
H -1.32 -3.32 4.11
H 0.95 -3.11 4.91
H 1.52 -2.19 3.34
H 0.95 -5.41 3.92
H 0.83 -4.77 2.15
H 3.53 -4.73 4.14
H 3.17 -5.81 2.64
H 4.19 0.35 2.02
H 2.60 1.50 -0.04
H 2.61 0.53 -2.59
H 4.35 -1.73 -3.20
H 5.91 -2.92 -1.30
H 4.53 -1.52 4.21
H 5.16 0.21 6.27
H 7.63 1.71 6.15
H 9.31 1.34 3.84
H 8.61 -0.39 1.77
H 0.80 -1.71 1.34
H 0.14 -2.44 -1.01
H 0.43 -3.85 0.21
H -2.12 -3.53 -1.44
H -1.95 -4.50 0.16
H -3.95 -3.21 0.53
H -4.36 -1.39 -0.87
H -3.78 -0.26 0.51
H -2.65 0.67 -1.34
H -1.22 -0.42 -0.80
H -3.02 -2.09 -2.81
H -3.02 -0.31 -3.43
H -0.25 -1.14 -2.72
H -0.95 -1.99 -4.07
H 0.20 4.73 0.73
H 1.38 3.47 1.47
H 0.21 1.56 -0.15
H 0.65 3.10 -1.16
H -1.15 2.90 -0.65
C -1.94 2.40 -4.45
O -2.66 2.65 -5.64
C -3.07 1.44 -6.29
C -4.29 1.70 -7.18
O -5.52 1.79 -6.45
C -5.71 2.98 -5.68
C -5.99 4.21 -6.55
O -4.77 4.72 -7.10
C -4.99 5.50 -8.27
H -1.02 1.85 -4.67
H -1.67 3.37 -4.01
H -2.55 1.86 -3.73
H -3.33 0.68 -5.54
H -2.24 1.09 -6.89
H -4.41 0.83 -7.84
H -4.15 2.57 -7.83
H -4.88 3.14 -5.00
H -6.60 2.80 -5.07
H -6.43 5.01 -5.93
H -6.69 3.95 -7.35
H -5.47 4.89 -9.04
H -4.01 5.82 -8.65
H -5.59 6.37 -8.04

Mulliken atomic charge list, values in e, 6 entries: -0.764, 0.302, -0.428, 0.371, -0.165, 0.460